8
Properties=species:S:1:pos:R:3:forces:R:3:nbo_charge:R:1 method="wB97M-V/def2-TZVPD" homo_ev=-8.90 total_charge=0 smiles="S=c1[nH]nco1"
S -1.98140 -0.02134 -0.00916 0.37 0.15 -0.09 -0.137
O 0.46545 -1.10517 0.03125 -0.05 1.08 -0.37 -0.422
N 1.86798 0.63896 -0.01475 -1.25 0.88 -0.02 -0.256
N 0.53986 1.06143 0.04146 -0.16 0.10 -0.33 -0.436
C 1.71945 -0.61101 -0.02414 1.21 -1.31 0.21 0.314
C -0.34913 0.02711 -0.00728 0.11 0.17 0.52 0.297
H 0.33600 2.05254 -0.05585 -0.13 -0.60 0.08 0.434
H 2.56601 -1.26917 -0.04604 -0.10 -0.46 -0.01 0.207

8
Properties=species:S:1:pos:R:3:forces:R:3:nbo_charge:R:1 method="wB97M-V/def2-TZVPD" homo_ev=-8.65 total_charge=0 smiles="N#[N+][O-].C=C=S"
S -0.92695 -0.30597 -1.90435 -0.85 0.24 -0.72 0.151
O -1.53314 2.80331 0.56215 -0.15 1.08 -0.61 -0.338
N -0.52298 0.82252 1.02322 0.83 -0.60 0.50 -0.083
N -0.95317 1.80587 0.75475 -0.87 0.07 0.71 0.439
C 0.06962 -0.77917 -0.83635 1.43 -0.44 0.31 -0.048
C 1.05998 -1.22043 -0.10701 -1.70 0.41 -1.32 -0.611
H 1.37661 -0.97601 0.82745 0.40 1.58 2.40 0.247
H 1.43004 -2.15012 -0.31985 0.91 -2.35 -1.27 0.243

9
Properties=species:S:1:pos:R:3:forces:R:3:nbo_charge:R:1 method="wB97M-V/def2-TZVPD" homo_ev="-8.52 / -8.52" total_charge=0
S 1.18791 -1.72822 1.52590 -0.88 1.89 -1.17 0.168
S -1.89755 -2.24130 0.15062 0.32 0.70 -0.11 -0.061
O -1.60732 0.16701 -1.05307 0.86 -0.57 0.89 -0.498
N 0.92231 1.08114 -1.07723 -0.49 1.82 1.18 -0.351
N 0.79147 0.64053 0.11765 0.57 -0.19 1.94 -0.274
C 0.45486 -0.54101 0.68492 1.36 -1.65 -0.31 -0.093
C -1.43161 -0.77930 -0.37348 -1.96 -0.54 -0.85 0.372
H 0.72716 1.24785 0.96018 0.01 0.57 -0.84 0.405
H 0.85278 2.15329 -0.93550 0.22 -2.04 -0.74 0.333

9
Properties=species:S:1:pos:R:3:forces:R:3:nbo_charge:R:1 method="wB97M-V/def2-TZVPD" homo_ev=-9.42 total_charge=0 smiles=Sc1nnc(S)o1
S -1.54069 1.78104 -1.55635 -0.44 -1.47 1.17 0.064
S 2.03738 -1.65727 1.12901 0.81 5.04 -2.44 0.015
O 0.38836 0.00964 -0.67903 1.77 -1.22 0.89 -0.448
N -1.32353 0.06054 0.57470 -4.96 2.46 1.08 -0.341
N -0.38948 -0.41581 1.37672 1.26 -2.03 -0.52 -0.275
C -0.88204 0.41685 -0.54814 0.72 1.24 -0.85 0.350
C 0.61084 -0.58765 0.59264 2.14 -0.70 0.11 0.318
H 3.05044 -0.40098 0.66698 -2.06 -3.20 1.17 0.182
H -0.48611 1.85507 -2.32423 0.77 -0.11 -0.60 0.136

9
Properties=species:S:1:pos:R:3:forces:R:3:nbo_charge:R:1 method="wB97M-V/def2-TZVPD" homo_ev=-7.63 total_charge=0
S -1.47991 2.20855 0.76549 0.21 0.33 0.11 0.133
S -3.88706 1.27874 -0.94051 1.20 -0.11 0.23 0.258
S -3.49992 -2.14663 0.71510 -1.82 -0.99 0.60 -0.024
N -2.22337 -1.35338 0.30217 3.45 2.18 -2.49 -0.443
N -0.26348 -0.17804 -0.53425 3.64 -1.36 -1.52 -0.815
C -2.54868 1.59091 -0.18800 -2.11 0.73 -0.03 -0.410
C -1.38119 -0.72862 -0.27390 -3.72 -3.29 2.84 0.478
H -0.25421 0.77651 -0.33154 0.76 1.75 0.11 0.402
H 0.64326 -0.70644 -0.61402 -1.61 0.77 0.14 0.421

9
Properties=species:S:1:pos:R:3:forces:R:3:nbo_charge:R:1 method="wB97M-V/def2-TZVPD" homo_ev=-8.72 total_charge=0
S -1.48057 -0.34641 0.55253 2.17 0.78 0.12 0.481
S 1.19701 0.49775 -0.79644 -1.09 1.12 1.13 0.577
S 0.43122 -2.20877 -0.82636 -0.39 0.32 0.52 0.032
N -0.74794 0.97160 1.49709 -2.03 -1.36 0.59 -0.764
N 0.70939 2.03394 -0.12422 -1.92 -1.17 1.07 -0.606
C 0.09195 -0.71552 -0.23235 -0.31 -1.08 -1.14 -0.579
C -0.19717 2.02053 0.83180 2.95 1.86 0.82 0.246
H -0.20499 2.93453 1.50724 -0.31 -0.60 -1.39 0.186
H -1.25645 1.11549 2.41028 0.93 0.13 -1.72 0.425

9
Properties=species:S:1:pos:R:3:forces:R:3:nbo_charge:R:1 method="wB97M-V/def2-TZVPD" homo_ev=-9.03 total_charge=0
S -1.28328 -2.09447 -0.81787 0.69 0.86 3.10 0.019
S -2.40468 -0.88497 -1.96553 2.81 0.86 -1.49 -0.042
S -0.70418 0.79151 2.52249 -0.72 -1.79 -0.07 0.581
N -0.68940 -1.78428 2.14254 -0.48 1.62 -0.13 -0.471
N -1.14578 0.25452 0.98959 0.94 -1.52 0.62 -0.630
C -0.57361 -0.86747 3.07309 0.48 0.68 -0.35 -0.119
C -1.00509 -1.05403 1.03679 -0.86 -0.15 -3.91 0.344
H -0.37532 -1.11611 4.08663 0.25 -0.10 0.70 0.220
H -3.44786 -1.05861 -1.31623 -3.10 -0.46 1.52 0.098

10
Properties=species:S:1:pos:R:3:forces:R:3:nbo_charge:R:1 method="wB97M-V/def2-TZVPD" homo_ev=-3.44 total_charge=-1
S 1.76443 1.54310 0.43076 0.36 -1.76 1.05 1.689
O 1.52283 2.95289 0.41316 -0.44 0.65 0.16 -0.914
O 1.60353 0.86740 1.74962 -0.09 1.03 -1.71 -0.968
N -0.28034 -0.56127 0.26390 1.09 0.41 2.54 -0.453
N -0.04001 0.53092 -0.64669 -0.88 -2.01 0.48 -0.494
N -1.45789 -1.00320 -1.52500 0.55 -0.41 0.45 -0.616
C -0.74225 0.16967 -1.78080 0.41 1.12 0.87 -0.003
C -1.10621 -1.40078 -0.30073 -0.60 -1.38 -1.15 0.163
H -1.31159 -2.43269 0.11306 -0.04 1.55 -0.24 0.173
H 0.04752 -0.66605 1.28272 -0.37 0.80 -2.46 0.424

11
Properties=species:S:1:pos:R:3:forces:R:3:nbo_charge:R:1 method="wB97M-V/def2-TZVPD" homo_ev="0.74 / 0.79" total_charge=-2
P -1.75978 -0.36823 0.33751 -1.39 -1.33 -3.00 2.282
O -1.37597 -2.03994 0.12270 -0.79 0.55 0.59 -1.048
O -2.37555 0.15502 -0.97310 0.86 -0.56 1.55 -1.194
O -2.60573 -0.35428 1.55352 0.37 0.24 0.71 -1.176
N 1.27963 2.07643 1.07681 0.86 -2.57 -0.88 -0.336
N 0.81799 -0.13237 -0.43835 -0.52 0.50 0.49 -0.509
N 2.18000 1.57451 0.36509 -2.06 2.79 1.31 -0.245
C 2.02459 0.59787 -0.48140 -0.03 -1.77 -1.00 -0.129
C -0.07613 0.19593 0.39599 2.48 1.97 0.06 -0.255
H -0.81654 -2.17895 -0.64002 0.24 0.44 -0.26 0.469
H 2.70749 0.47402 -1.31875 -0.01 -0.26 0.44 0.141

9
Properties=species:S:1:pos:R:3:forces:R:3:nbo_charge:R:1 method="wB97M-V/def2-TZVPD" homo_ev=-3.82 total_charge=-1
S 2.30630 -0.21171 1.22530 0.12 -0.45 1.15 -0.420
O 0.03635 -1.99303 -1.37628 1.11 -1.01 -1.13 -0.570
N -1.51566 0.77607 0.51144 -1.11 -0.31 -0.26 -0.621
N -1.07012 -0.34840 -0.14336 0.12 -1.65 -0.56 -0.413
N 1.57249 0.70160 -1.31929 0.00 -0.56 1.12 -0.573
C -0.34499 -1.05494 -0.80545 -2.76 2.08 2.33 0.859
C 1.82613 0.26912 -0.25000 0.27 1.39 -2.11 0.021
H -0.74927 1.31659 0.79506 1.53 0.91 0.42 0.368
H -2.06122 0.54470 1.36257 0.71 -0.40 -0.95 0.351

8
Properties=species:S:1:pos:R:3:forces:R:3:nbo_charge:R:1 method="wB97M-V/def2-TZVPD" homo_ev=-7.90 total_charge=0
N 1.68849 -0.87217 0.68889 -1.26 -0.55 0.18 0.002
N 0.44498 1.05454 -0.66953 0.95 -0.22 -0.19 0.009
N 1.56254 0.90872 -0.90445 -1.15 0.50 -0.04 0.004
N 0.55164 -1.04365 0.60347 1.14 0.25 0.08 0.008
C -0.70114 0.69115 -0.12383 -0.01 0.20 -0.08 -0.245
C -0.66324 -0.70649 0.21496 -0.02 -0.18 0.07 -0.244
H -1.42532 -1.46152 0.09883 0.17 0.04 0.00 0.232
H -1.45796 1.42941 0.09167 0.17 -0.04 -0.02 0.233

9
Properties=species:S:1:pos:R:3:forces:R:3:nbo_charge:R:1 method="wB97M-V/def2-TZVPD" homo_ev=-10.22 total_charge=0 smiles="[H]/N=c1/nncno1"
O 0.35221 -1.08621 -0.50624 -2.38 3.38 0.70 -0.335
N 0.24970 1.43316 -0.52449 -4.14 -2.40 2.43 -0.134
N -1.05812 -1.12576 -0.22528 -0.59 2.03 1.26 -0.024
N -1.02891 1.28566 -0.06833 2.79 -0.10 -1.53 -0.127
N 2.28396 0.15043 0.21990 -3.94 -1.19 -0.50 -0.646
C 1.01774 0.25453 -0.31028 4.63 -4.19 3.24 0.558
C -1.68281 -0.00652 0.23858 3.99 -1.19 -2.72 0.055
H 2.66932 -0.90209 0.72993 -2.33 3.70 -2.69 0.403
H -2.80308 -0.00322 0.44620 1.96 -0.05 -0.18 0.251

9
Properties=species:S:1:pos:R:3:forces:R:3:nbo_charge:R:1 method="wB97M-V/def2-TZVPD" homo_ev="-9.56 / -9.57" total_charge=0 smiles="N#CN=O.N#CN"
O -2.07233 1.02119 1.03970 0.71 -0.64 0.41 -0.164
N 2.33703 0.32964 0.10345 -3.33 -2.29 1.33 -0.868
N -1.91471 -1.93499 -0.66808 -0.52 0.06 -0.07 -0.252
N -2.49789 0.26933 0.21290 -3.03 2.82 -0.20 0.082
N -0.04274 0.34347 -0.57471 0.50 0.10 -0.42 -0.449
C -2.13121 -0.88442 -0.22866 1.90 -2.54 0.15 0.329
C 1.06340 0.28972 -0.26777 -0.57 0.67 -0.34 0.445
H 2.82772 0.96104 -0.42461 2.54 1.14 -0.60 0.432
H 2.43074 -0.39499 0.80777 1.82 0.70 -0.25 0.443

9
Properties=species:S:1:pos:R:3:forces:R:3:nbo_charge:R:1 method="wB97M-V/def2-TZVPD" homo_ev="-8.25 / -8.25" total_charge=0
O -3.16436 0.91941 -0.21044 0.28 -0.59 -0.95 -0.388
N -2.44359 0.11953 0.35040 -0.71 2.30 2.84 0.228
N -1.82383 -0.82690 -0.13416 0.43 -2.44 -1.80 -0.243
N 0.49955 -0.77457 -0.17314 1.32 -2.21 0.24 -0.340
N 0.59785 0.43723 -0.03894 -0.24 2.39 -0.74 0.002
C -0.69318 -1.42455 -0.13248 -0.86 1.36 -0.04 0.215
C 0.79719 1.58175 -0.21129 -0.24 -1.30 0.22 0.077
H -0.63765 -2.49712 -0.18997 -0.04 -0.11 -0.08 0.207
H 1.05639 2.50118 0.23178 0.06 0.62 0.30 0.242

9
Properties=species:S:1:pos:R:3:forces:R:3:nbo_charge:R:1 method="wB97M-V/def2-TZVPD" homo_ev=-11.14 total_charge=0 smiles="O=Cn1cnnn1"
O -1.83180 0.52072 1.42601 8.52 -0.71 1.25 -0.502
N 1.63588 0.18240 -1.45256 -0.95 -0.92 2.21 -0.012
N 0.50199 -0.38698 -1.97389 -2.16 1.37 3.71 -0.294
N 0.16862 0.11059 0.23118 0.58 0.19 -1.67 -0.355
N 1.57553 0.38986 -0.18417 -1.42 0.48 -0.50 -0.041
C -0.50708 0.37352 1.49991 -4.41 -1.20 -0.90 0.524
C -0.41570 -0.32482 -0.90751 -0.28 -3.05 -2.96 0.200
H -1.45044 -0.98883 -1.02352 2.86 2.54 0.62 0.267
H 0.32301 0.12355 2.38456 -2.75 1.29 -1.76 0.214

10
Properties=species:S:1:pos:R:3:forces:R:3:nbo_charge:R:1 method="wB97M-V/def2-TZVPD" homo_ev=-10.57 total_charge=0 smiles="[H]/N=c1/nn[nH]c(=O)o1"
O 0.02158 -1.06891 -0.05475 -0.69 0.27 -0.53 -0.494
O -2.24710 -0.95342 -0.16163 1.40 0.26 0.25 -0.529
N 0.05416 1.68969 -0.01869 0.22 0.98 -0.89 0.062
N 1.13072 1.16580 -0.36930 -1.22 -2.28 1.52 -0.187
N 2.29714 -0.82855 0.20899 0.22 0.36 -0.87 -0.621
N -1.03118 0.98979 0.38678 1.12 -3.25 -0.65 -0.492
C 1.19638 -0.31864 -0.07193 0.90 0.83 0.33 0.584
C -1.17401 -0.45115 0.01368 -0.85 2.16 0.52 0.885
H 2.38518 -1.84300 0.29357 -0.62 0.36 0.32 0.378
H -1.87116 1.52322 0.33255 -0.48 0.31 0.00 0.416

10
Properties=species:S:1:pos:R:3:forces:R:3:nbo_charge:R:1 method="wB97M-V/def2-TZVPD" homo_ev=-10.22 total_charge=0 smiles=Oc1nnnc(O)n1
O -1.07014 0.90889 -2.03099 0.17 -1.13 0.29 -0.680
O 1.20656 0.68120 2.07958 -1.31 1.82 -1.01 -0.606
N 0.06137 -1.66490 -0.07219 -1.69 1.08 -0.10 0.075
N -0.46905 -0.99317 -1.15690 2.43 -4.11 1.90 -0.282
N 0.37835 -1.01470 1.03404 0.66 -5.78 -0.98 -0.303
N -0.14730 0.91951 0.09513 1.58 3.12 1.26 -0.540
C 0.43115 0.25003 1.06473 0.25 1.45 -0.71 0.678
C -0.45966 0.26031 -0.97463 -2.68 3.72 -1.85 0.657
H 1.23229 1.65887 2.00985 0.10 -0.45 0.26 0.495
H -0.91618 1.83117 -2.23974 0.49 0.27 0.93 0.506

10
Properties=species:S:1:pos:R:3:forces:R:3:nbo_charge:R:1 method="wB97M-V/def2-TZVPD" homo_ev=-10.10 total_charge=0
O -2.62008 0.09392 -0.18616 1.64 -0.08 -0.18 -0.488
O 0.44186 -0.73011 0.97313 0.36 1.50 -5.49 -0.406
N -0.89681 1.60563 0.40060 2.92 -4.92 -3.28 -0.049
N -0.53770 -0.83884 -0.43489 -0.72 -3.00 4.53 -0.365
N 2.28876 0.35030 -0.45473 -4.12 -1.44 1.67 -0.525
N 0.30316 1.44918 0.01605 -0.13 3.91 1.97 -0.149
C -1.42202 0.20304 -0.04890 -4.53 0.98 1.37 0.659
C 1.08982 0.27875 0.04987 1.02 1.34 0.98 0.538
H -1.06546 -1.78901 -0.09939 1.38 2.84 -1.38 0.439
H 2.41846 -0.62286 -0.21559 2.18 -1.13 -0.20 0.346

10
Properties=species:S:1:pos:R:3:forces:R:3:nbo_charge:R:1 method="wB97M-V/def2-TZVPD" homo_ev=-10.26 total_charge=0
O -0.33525 1.90145 -1.04089 0.62 1.24 -0.10 -0.169
O 1.12294 0.16665 1.51105 1.06 -5.44 0.17 -0.535
N -1.48686 1.34132 -1.20609 -2.72 -4.46 3.09 0.196
N -1.81540 0.18749 -0.48302 5.75 2.24 -3.24 -0.232
N -0.06445 -1.75740 -0.40959 -0.02 2.66 1.56 -0.542
N 0.42141 1.76434 0.15573 -0.32 -3.52 -0.77 -0.148
C -0.32807 -0.48321 -0.18184 -4.28 -4.23 -2.22 0.306
C 0.45051 0.44287 0.46621 1.53 6.23 1.57 0.368
H 1.14923 -1.39460 1.21369 -0.23 4.13 0.78 0.425
H 0.88595 -2.16892 -0.02524 -1.40 1.16 -0.85 0.332

10
Properties=species:S:1:pos:R:3:forces:R:3:nbo_charge:R:1 method="wB97M-V/def2-TZVPD" multiplicity=3 homo_ev="-6.53 / -11.23" total_charge=0 s2=2.012
O 0.04885 1.19301 -1.62978 -1.60 1.17 -0.84 -0.625
O -1.73167 0.55937 -0.00686 -0.50 -0.01 0.37 -0.542
N 0.40693 -1.33420 1.77365 -6.04 -0.67 7.43 -0.149
N 0.41849 -0.45857 -0.13852 -0.77 1.30 -1.01 -0.336
N -0.75867 -0.70309 1.66491 1.18 -1.76 2.05 -0.135
N 1.13805 -1.19615 0.77447 4.61 1.04 -6.42 0.048
C -0.76410 -0.14996 0.46766 -1.79 -0.32 -0.08 0.594
C 0.79605 0.50992 -0.97353 4.55 -0.51 -1.34 0.470
H -1.44719 0.99818 -0.85401 0.49 -0.19 -0.10 0.536
H 1.89327 0.58149 -1.07800 -0.15 -0.05 -0.09 0.139

Total energy values, unit eV, following the record order: -17968.3978; -17965.4094; -28799.8282; -28801.3863; -37589.5497; -37590.3320; -37590.8676; -21505.5962; -22006.3074; -19459.4984; -8062.5387; -10107.3479; -10108.7027; -10107.5213; -10110.0941; -12159.6000; -12159.2326; -12154.6295; -12151.7202; -12155.2079.
Energy relative to the best compared isomer or geometry (same formula, charge and spin) values, unit eV, following the record order: 0.578; 3.567; 3.796; 2.238; 2.533; 1.751; 1.215; 2.690; 2.533; 1.097; 3.593; 4.957; 3.602; 4.784; 2.211; 3.147; 3.515; 8.118; 11.027; 0.000.